(1)
Molecular formula: C34H59BGeN6ReS3Sb
Method: DFT, ωB97M-V/def2-TZVPD

Atoms and positions in Å:
Re: -2.946 -1.178 -0.627
C: -0.050 0.808 -4.745
C: 0.655 0.523 -3.458
C: 2.019 0.496 -3.370
C: 2.680 0.284 -2.133
N: 1.990 0.136 -1.032
N: 0.651 0.190 -1.115
B: -0.032 0.109 0.238
N: -0.855 1.434 0.499
N: 0.085 2.364 0.392
C: -0.231 3.644 0.480
C: -1.553 4.014 0.770
C: -2.537 3.060 0.892
C: -3.961 3.432 1.166
C: -2.145 1.721 0.699
S: -3.424 0.476 0.759
C: 0.904 4.620 0.228
C: 1.981 4.386 1.293
C: 1.481 4.319 -1.165
C: 0.415 6.066 0.280
N: 0.883 -0.231 1.469
N: 1.854 0.417 2.085
C: 2.464 -0.252 3.051
C: 2.085 -1.582 3.386
C: 1.060 -2.246 2.751
C: 0.620 -3.642 3.040
C: 0.475 -1.461 1.760
S: -0.709 -1.724 0.476
C: 3.618 0.403 3.787
C: 3.270 0.460 5.284
C: 4.873 -0.458 3.574
C: 3.876 1.817 3.276
C: -0.054 0.316 -2.242
S: -1.803 0.368 -2.181
C: 4.193 0.257 -2.039
C: 4.717 -0.888 -2.917
C: 4.646 0.051 -0.594
C: 4.727 1.603 -2.555
H: 0.568 0.513 -5.591
H: -0.247 1.879 -4.828
H: -1.008 0.298 -4.806
H: 2.616 0.643 -4.262
H: -1.807 5.060 0.870
H: -4.056 4.511 1.263
H: -4.315 2.974 2.091
H: -4.615 3.102 0.358
H: 2.344 3.359 1.254
H: 1.598 4.586 2.296
H: 2.819 5.060 1.115
H: 1.866 3.299 -1.217
H: 2.303 5.005 -1.368
H: 0.730 4.458 -1.947
H: 0.034 6.337 1.267
H: -0.356 6.270 -0.466
H: 1.251 6.731 0.068
H: 2.641 -2.091 4.164
H: 1.266 -4.106 3.782
H: 0.647 -4.248 2.133
H: -0.401 -3.648 3.426
H: 3.157 -0.530 5.728
H: 2.355 1.028 5.459
H: 4.079 0.959 5.817
H: 4.765 -1.466 3.976
H: 5.712 0.007 4.093
H: 5.131 -0.531 2.516
H: 3.032 2.476 3.481
H: 4.074 1.833 2.205
H: 4.750 2.220 3.788
H: 4.355 -1.856 -2.565
H: 5.806 -0.902 -2.879
H: 4.432 -0.772 -3.964
H: 4.288 -0.897 -0.190
H: 4.293 0.856 0.053
H: 5.736 0.041 -0.565
H: 4.501 1.765 -3.610
H: 5.812 1.621 -2.452
H: 4.322 2.438 -1.980
C: -3.681 -4.419 1.913
Sb: -4.545 -2.717 1.004
C: -6.310 -3.436 0.089
C: -5.311 -1.675 2.674
H: -4.479 -5.061 2.282
H: -3.073 -4.095 2.756
H: -3.068 -4.975 1.207
H: -6.811 -4.094 0.798
H: -6.093 -3.990 -0.821
H: -6.964 -2.596 -0.141
H: -5.983 -2.336 3.219
H: -5.863 -0.796 2.347
H: -4.494 -1.370 3.326
C: -1.593 -2.658 -3.875
Ge: -3.309 -3.103 -3.075
C: -3.026 -4.524 -1.759
C: -4.678 -3.492 -4.389
C: -4.225 -1.465 -2.090
H: -1.297 -3.514 -4.485
H: -0.815 -2.494 -3.128
H: -1.664 -1.788 -4.522
H: -2.667 -5.395 -2.313
H: -3.934 -4.822 -1.237
H: -2.248 -4.280 -1.030
H: -4.348 -4.343 -4.986
H: -4.818 -2.638 -5.050
H: -5.630 -3.743 -3.924
H: -5.220 -1.858 -1.877
H: -4.256 -0.717 -2.887

Total charge: +3
Expectation value of S²: 0.92
Multiplicity: 2
HOMO energy (alpha / beta): -16.24 / -16.23 eV
Kohn-Sham gap (alpha / beta): 6.11 / 6.43 eV

(2)
Molecular formula: C34H59BGeN6ReS3Sb
Method: DFT, ωB97M-V/def2-TZVPD

Atoms and positions in Å:
Re: 2.008 -0.793 -1.718
C: -2.664 -3.228 -2.683
C: -2.272 -2.496 -1.452
C: -2.953 -2.629 -0.261
C: -2.471 -1.978 0.893
N: -1.475 -1.121 0.797
N: -0.838 -0.942 -0.328
B: 0.255 0.143 -0.480
N: 0.861 0.811 0.792
N: 0.007 1.232 1.702
C: 0.389 1.975 2.716
C: 1.735 2.389 2.825
C: 2.664 1.921 1.929
C: 4.108 2.254 2.018
C: 2.185 1.075 0.893
S: 3.349 0.423 -0.189
C: -0.638 2.376 3.750
C: 0.012 2.861 5.048
C: -1.525 1.167 4.056
C: -1.491 3.504 3.150
N: -0.431 1.262 -1.320
N: -1.611 1.609 -0.844
C: -2.332 2.532 -1.431
C: -1.842 3.188 -2.586
C: -0.637 2.814 -3.127
C: -0.093 3.415 -4.368
C: 0.079 1.792 -2.444
S: 1.590 1.225 -2.991
C: -3.668 2.890 -0.835
C: -3.598 4.343 -0.338
C: -3.990 1.944 0.322
C: -4.761 2.779 -1.910
C: -1.120 -1.674 -1.436
S: -0.033 -1.675 -2.778
C: -3.069 -2.185 2.262
C: -3.915 -3.457 2.355
C: -3.969 -0.969 2.546
C: -1.929 -2.260 3.285
H: -3.490 -3.903 -2.487
H: -1.823 -3.796 -3.076
H: -2.970 -2.534 -3.465
H: -3.821 -3.268 -0.208
H: 2.033 3.049 3.621
H: 4.314 2.854 2.898
H: 4.428 2.811 1.138
H: 4.709 1.347 2.064
H: 0.763 2.156 5.398
H: -0.747 2.946 5.820
H: 0.462 3.844 4.928
H: -0.989 0.435 4.654
H: -1.827 0.709 3.121
H: -2.405 1.475 4.609
H: -0.892 4.393 2.968
H: -2.282 3.764 3.848
H: -1.938 3.181 2.214
H: -2.425 3.969 -3.049
H: -0.751 4.193 -4.745
H: 0.020 2.653 -5.140
H: 0.890 3.852 -4.196
H: -2.826 4.469 0.418
H: -4.555 4.612 0.101
H: -3.400 5.035 -1.152
H: -3.190 1.951 1.056
H: -4.109 0.929 -0.047
H: -4.913 2.245 0.807
H: -4.623 3.504 -2.707
H: -5.728 2.973 -1.453
H: -4.782 1.779 -2.339
H: -4.828 -3.380 1.772
H: -4.207 -3.606 3.390
H: -3.359 -4.335 2.037
H: -4.853 -0.985 1.915
H: -3.433 -0.046 2.362
H: -4.293 -0.987 3.582
H: -1.418 -3.217 3.216
H: -2.327 -2.162 4.290
H: -1.209 -1.466 3.109
C: 5.345 -2.534 -3.994
Sb: 3.850 -1.001 -3.785
C: 5.020 0.804 -3.724
C: 2.963 -0.931 -5.741
H: 5.773 -2.385 -4.978
H: 4.910 -3.527 -3.935
H: 6.118 -2.411 -3.243
H: 5.770 0.729 -4.505
H: 5.515 0.904 -2.761
H: 4.392 1.672 -3.908
H: 3.781 -0.909 -6.454
H: 2.354 -0.038 -5.856
H: 2.358 -1.816 -5.918
C: 4.594 -4.259 -0.875
Ge: 3.380 -3.454 0.465
C: 4.317 -2.209 1.696
C: 2.220 -4.801 1.361
C: 1.695 -2.270 -0.268
H: 5.185 -5.002 -0.343
H: 5.281 -3.533 -1.296
H: 4.061 -4.774 -1.669
H: 4.827 -2.805 2.449
H: 3.624 -1.546 2.205
H: 5.067 -1.611 1.184
H: 2.871 -5.516 1.855
H: 1.607 -5.349 0.652
H: 1.576 -4.352 2.111
H: 1.432 -1.982 0.754
H: 0.990 -3.053 -0.571

Total charge: +3
Expectation value of S²: 0.80
Multiplicity: 2
HOMO energy (alpha / beta): -16.30 / -16.29 eV
Kohn-Sham gap (alpha / beta): 5.35 / 5.86 eV

Most stable of them? (1).

(1)
Molecular formula: C3H2N2O2
Method: DFT, ωB97M-V/def2-TZVPD

Atoms and positions in Å:
O: 2.118 -1.761 0.191
C: 1.014 -1.910 -0.272
C: -0.161 -1.227 0.290
N: -0.610 -0.133 0.080
C: -0.963 1.102 0.031
N: -0.191 1.944 0.872
O: -0.268 3.118 0.577
H: 0.784 -2.591 -1.110
H: -1.723 1.458 -0.660

Total charge: 0
HOMO energy (alpha / beta): -9.34 / -9.34 eV
Kohn-Sham gap (alpha / beta): 8.14 / 8.14 eV

(2)
Molecular formula: C3H2N2O2
Method: DFT, ωB97M-V/def2-TZVPD

Atoms and positions in Å:
N: 0.869 -1.020 1.368
C: 0.167 -0.510 0.451
O: -0.109 0.828 0.351
C: -1.023 1.413 -0.506
O: -1.096 2.597 -0.584
C: 0.418 -1.472 -0.602
N: 1.005 -2.172 -1.315
H: 1.417 -0.356 1.888
H: -1.646 0.692 -1.051

Total charge: 0
HOMO energy (alpha / beta): -10.95 / -10.95 eV
Kohn-Sham gap (alpha / beta): 10.47 / 10.47 eV
SMILES string: [H]/N=C(/C#N)OC=O

Most stable of them? (2).

(1)
Molecular formula: C3H2N2O2
Method: DFT, ωB97M-V/def2-TZVPD

Atoms and positions in Å:
N: -2.166 -1.220 0.203
C: -1.227 -0.428 0.205
O: 0.783 -0.505 -0.648
C: 1.330 0.605 -0.074
O: 1.957 0.768 -1.195
C: -0.822 0.870 0.433
N: 0.159 1.580 0.328
H: -1.917 -2.158 -0.110
H: 1.902 0.488 0.858

Total charge: 0
HOMO energy (alpha / beta): -9.41 / -9.55 eV
Kohn-Sham gap (alpha / beta): 7.98 / 7.17 eV

(2)
Molecular formula: C3H2N2O2
Method: DFT, ωB97M-V/def2-TZVPD

Atoms and positions in Å:
O: -2.480 -0.333 -0.792
C: -1.785 0.137 0.068
C: -0.312 -0.042 0.079
N: 0.552 0.920 0.070
C: 1.718 0.215 -0.069
N: 1.577 -1.075 -0.115
O: 0.209 -1.257 -0.015
H: -2.180 0.777 0.865
H: 2.701 0.658 -0.091

Total charge: 0
HOMO energy: -11.15 eV
Kohn-Sham gap: 10.82 eV

Most stable of them? (2).

(1)
Molecular formula: C3H2N2O2
Method: DFT, ωB97M-V/def2-TZVPD

Atoms and positions in Å:
C: 0.873 0.633 1.307
C: 0.106 -0.452 0.730
C: -0.135 0.940 -1.448
N: 1.491 1.482 1.749
N: -0.269 -0.058 -0.586
O: -0.922 0.273 -2.343
O: -1.095 -0.815 -1.453
H: 0.738 -1.350 0.706
H: -0.786 -0.652 1.337

Total charge: 0
HOMO energy: -10.41 eV
Kohn-Sham gap: 10.82 eV

(2)
Molecular formula: C3H2N2O2
Method: DFT, ωB97M-V/def2-TZVPD

Atoms and positions in Å:
O: -2.242 0.522 -1.024
C: -1.728 0.252 0.030
C: -0.395 -0.496 0.090
N: 0.673 0.321 0.529
C: 1.876 0.328 -0.175
N: 2.087 -0.628 0.573
O: -0.334 -1.678 -0.113
H: -2.211 0.479 0.997
H: 2.318 0.977 -0.908

Total charge: 0
HOMO energy: -10.12 eV
Kohn-Sham gap: 9.83 eV
SMILES string: O=CC(=O)N1C=N1

Most stable of them? (2).